The following is a quantum chemistry calculation of a structure of composition C20H18Cl3GeMgN5 at a distorted geometry, from OMol25.

Structure (XYZ):
```
48
Properties=species:S:1:pos:R:3:lowdin_spin:R:1
Ge -2.42 -2.79 -1.07 0.001
Cl -3.52 -1.20 -2.05 0.000
Cl -3.29 -2.78 0.95 0.002
Cl -3.18 -4.62 -1.90 0.001
Mg -0.27 -1.93 -0.33 0.005
N 2.25 -1.10 -1.70 0.009
N 0.02 0.02 -0.24 0.336
N -0.15 -1.91 1.65 0.004
N 1.60 -2.06 -1.04 0.001
N -0.86 -0.94 2.24 0.002
C 2.09 0.28 -1.45 0.110
C 3.16 -3.02 -2.32 0.006
C 3.14 1.12 -1.82 -0.013
C 0.95 0.82 -0.79 0.038
C 0.04 -2.13 3.86 0.001
C -3.63 1.33 1.32 0.053
C 3.20 -1.65 -2.50 0.013
C -2.84 0.42 2.02 -0.003
C -1.63 -0.03 1.50 0.047
C -1.97 1.40 -0.42 0.053
C -4.97 1.73 1.84 0.010
C -3.18 1.81 0.09 -0.008
C 0.39 -2.64 2.61 0.010
C 0.93 2.23 -0.61 0.102
C 2.13 -3.22 -1.40 0.020
C -0.77 -1.05 3.58 0.007
C 3.10 2.49 -1.62 0.129
C 1.96 3.04 -1.01 -0.012
C 4.27 3.35 -1.94 0.024
C -1.16 0.49 0.27 0.032
H 0.10 2.66 -0.07 0.004
H 4.82 2.97 -2.80 0.003
H -4.96 1.85 2.93 0.001
H -5.31 2.65 1.38 0.001
H 3.97 4.37 -2.14 0.002
H 1.77 -4.14 -0.98 0.001
H 3.80 -1.09 -3.18 0.000
H -3.80 2.49 -0.48 -0.001
H 4.95 3.36 -1.09 0.010
H 4.03 0.71 -2.25 -0.003
H 0.34 -2.50 4.82 0.000
H 3.79 -3.75 -2.78 0.000
H -3.20 0.03 2.96 -0.001
H 1.92 4.10 -0.82 -0.003
H -1.65 1.73 -1.40 0.001
H 1.01 -3.49 2.36 0.000
H -1.25 -0.36 4.25 0.000
H -5.69 0.95 1.60 0.004
```

HOMO-LUMO gap (spin up / spin down) in eV: 8.3 / 5.9
2S+1: 2
Lowest unoccupied orbital energy (spin up / spin down) in eV: -2.928 / -5.627
Net charge: +1